(1)
C27H47AuIN7O2SSi2 | wB97M-V/def2-TZVPD

```
! RIJCOSX wB97M-V def2-TZVPD def2/J DEFGRID3
* xyz 0 3
H 0.09 0.19 4.12
H -1.08 -0.26 -2.81
H 0.51 4.96 -1.35
H -1.51 5.89 -0.62
H -5.25 -2.30 1.07
N -0.47 3.29 -2.14
Si 1.04 -1.64 -2.69
H 3.00 -1.30 -4.20
H 0.01 -3.59 -0.24
H 0.73 1.09 1.92
H 0.26 1.50 -2.88
C 0.53 3.14 2.52
C 3.06 -3.69 0.17
O 0.47 4.93 0.99
H -3.73 -3.75 3.25
H 0.63 -1.60 -0.25
C 0.28 4.00 3.58
N -0.99 -3.24 1.54
H 2.57 -4.25 -0.63
H -3.35 3.79 0.95
H 4.07 -4.08 0.28
H -4.01 3.08 -0.54
H -4.20 -2.31 -0.36
H 2.86 -1.43 2.28
H -2.77 1.75 0.63
C -1.65 5.10 -1.37
H -0.22 4.17 5.66
C -2.55 -0.30 0.02
C -1.60 -3.87 2.69
Au 1.15 0.85 -0.47
C -0.82 -1.29 -3.01
N -3.24 -2.82 1.43
C -0.03 3.50 4.83
H 3.37 0.06 1.49
H 0.31 -4.78 1.03
H -2.41 5.41 -2.10
C -1.95 1.08 0.38
H -1.34 0.96 1.28
C 3.50 -1.01 1.51
C 3.98 1.98 -0.54
H 2.45 0.24 -3.58
O 1.23 2.99 0.25
H -1.17 -4.85 2.88
H -3.83 4.83 -0.38
H 1.03 -3.73 -4.09
N 3.12 1.48 -1.16
H -3.51 -0.38 0.54
N -1.65 -1.35 0.39
H -2.72 -0.32 -1.06
C 0.49 1.77 2.73
H 0.69 -4.14 -2.42
Si 3.11 -1.81 -0.19
H 0.58 2.95 -3.86
H 4.49 -0.54 -1.87
S 5.21 2.59 0.25
C 0.76 3.74 1.14
C 2.12 -0.72 -3.96
C 1.30 -3.51 -3.06
H -1.22 -4.82 0.12
C -0.33 4.72 -2.02
C 4.53 -1.53 -1.44
H 4.48 -2.25 -2.25
C -0.12 2.13 5.01
N -2.05 3.87 -0.71
H -1.10 -1.52 -4.04
H -1.43 -3.24 3.56
I -0.70 1.36 6.89
C -1.25 2.83 -1.11
H 1.59 -0.53 -4.89
H -4.73 -3.83 0.36
C -0.45 -4.17 0.55
H 4.53 -1.21 1.80
H -1.43 -1.90 -2.36
C 0.53 2.55 -2.84
C 0.15 1.26 3.97
C -3.37 3.87 -0.13
H 5.50 -1.65 -0.96
C -1.99 -2.38 1.02
H 2.53 -3.89 1.09
C 1.44 -1.21 -0.88
C -3.10 -3.91 2.37
H -0.17 5.18 -3.00
C -4.41 -2.81 0.58
N -1.14 1.61 -0.68
H 2.34 -3.79 -2.92
H -3.41 -4.87 1.91
H 1.51 2.65 -2.37
H 0.34 5.06 3.41
*
```

Results
DFT total energy = -81669.0494 eV
Largest force on an atom = 0.0330 hartree/bohr
Energy above the lowest of the compared OMol25 structures with the same formula, charge and spin = 35.5 kcal/mol
Kohn-Sham gap (spin up / spin down) = 8.1520 / 3.9209 eV
LUMO level (spin up / spin down) = 0.53 / -4.22 eV

***

(2)
C27H47BN7O5 | wB97M-V/def2-TZVPD

```
! RIJCOSX wB97M-V def2-TZVPD def2/J DEFGRID3
* xyz -1 1
H -6.06 0.24 1.07
O 2.82 0.21 0.38
C -1.83 -1.48 3.36
H -1.93 -1.62 -0.24
O -1.90 3.83 1.58
H 1.55 9.52 -0.36
C 1.02 0.36 2.97
H 2.16 -1.45 2.96
H -0.89 1.62 2.89
H -7.13 -1.02 0.04
N 4.52 5.02 -1.64
H -5.17 -1.71 -1.29
C -6.17 -0.87 0.71
C 2.03 -3.43 0.13
N 1.28 0.41 -3.20
H 1.19 -0.19 5.17
H 3.11 -3.22 0.59
C 2.67 8.55 1.20
N 7.68 -5.16 -4.13
H 1.04 3.26 1.88
C -9.77 -0.37 -2.90
H 2.14 -4.09 -0.86
H 5.82 -3.73 -2.82
C -9.15 0.11 -1.60
H -3.72 -3.26 -0.29
H -4.28 -0.25 -0.44
H -2.80 3.41 1.43
C 1.36 8.91 0.52
C -3.94 -2.40 0.52
H -1.19 2.62 -3.44
C -0.88 3.28 0.66
H -9.74 0.43 -3.65
C -0.72 2.04 -4.24
H -0.51 -2.62 1.72
N 1.46 -0.96 2.36
C -2.48 -1.65 0.80
O -1.02 3.49 -0.68
H 6.57 -5.25 -7.25
C 3.39 5.01 0.91
C 0.45 2.46 1.26
H -4.45 -2.82 1.48
H -10.81 -0.66 -2.73
C 0.28 -0.04 4.41
N -8.63 0.51 -0.52
C 1.39 -1.96 -0.22
H -9.22 -1.24 -3.28
H 2.36 5.37 0.86
C -1.63 -2.38 2.00
H 3.97 5.66 1.57
H 0.21 -2.41 4.18
H -2.17 -0.37 3.18
H 1.04 2.12 0.28
H 0.22 -1.96 -0.34
B 1.90 -0.83 0.92
O 3.72 1.00 3.18
H -2.72 -1.99 3.96
H 5.50 -6.33 -6.33
O 2.08 2.46 4.14
H -2.73 -0.52 1.08
H 4.93 -3.70 -1.28
C 0.37 1.15 -3.67
C 4.43 -5.36 -2.56
H 2.37 0.53 -0.47
H 0.71 9.46 1.21
H 1.84 -1.65 -1.28
H 3.40 4.00 1.31
H -6.27 -1.57 1.66
C 2.31 1.32 3.43
C -4.87 -1.25 -0.25
C -0.50 -1.48 4.36
H 7.09 -6.91 -6.88
H -0.76 0.49 1.39
C 6.54 -6.05 -6.50
H 6.25 -4.87 -1.52
C 5.42 -4.35 -2.01
H -0.95 -1.65 5.45
H 0.84 7.99 0.21
H 1.41 -3.98 0.97
C 7.16 -5.56 -5.20
C 4.01 5.02 -0.49
N 3.75 8.26 1.77
H -2.15 -3.43 2.19
C -0.11 1.18 2.10
H -0.30 2.72 -4.98
H -0.35 0.85 4.86
N 3.60 -6.20 -3.01
H -1.49 1.42 -4.72
*
```

Results
DFT total energy = -50094.2579 eV
Largest force on an atom = 0.1997 hartree/bohr
Kohn-Sham gap = 5.9066 eV
LUMO level = 1.64 eV

***

(3)
C27H47F11N4O2PS | wB97M-V/def2-TZVPD

```
! RIJCOSX wB97M-V def2-TZVPD def2/J DEFGRID3
* xyz 1 1
C -2.14 -1.15 6.65
H -0.12 -1.60 -4.55
F 6.47 -0.57 2.78
C -2.24 -1.46 -1.01
C 0.09 2.23 -1.65
H -1.69 -0.18 -5.63
C -2.03 0.34 6.38
C 1.44 -0.93 2.45
H 1.96 -2.20 -1.61
N 1.34 -0.47 -3.62
C -1.31 -2.49 -1.73
H -2.95 0.43 3.14
F -3.18 -1.04 -1.87
C -3.47 2.26 -2.63
F -1.58 -0.39 -0.56
N 0.60 -3.40 -2.76
O 0.45 0.67 0.98
C 3.41 -0.52 -2.32
F 6.14 -2.52 1.14
C 3.02 2.59 -2.29
H -3.76 2.57 -4.71
H 1.81 -0.14 3.09
C 0.04 -2.07 -2.39
C -3.12 1.95 -4.09
P 1.72 1.48 -1.64
N -2.01 0.68 4.97
H -2.08 -1.34 7.72
C -2.13 -0.38 -4.66
S 1.46 0.97 -4.65
F 5.76 0.93 1.35
H 2.64 3.60 -2.39
C -0.07 -1.13 -3.58
H -4.17 1.53 -2.22
H -3.50 3.24 4.57
H -1.43 0.22 -2.78
F -2.85 -2.05 0.03
C -3.12 0.15 4.18
H -4.81 1.55 4.23
C -4.54 0.55 4.58
F 6.93 -0.91 -0.11
C -1.66 2.06 4.71
C 0.48 -3.79 -3.90
H 4.98 -2.25 -1.03
H -1.50 2.18 3.63
H 3.87 2.57 -1.62
H 0.01 -1.84 0.37
H -2.09 2.22 -4.32
H -2.84 0.85 6.92
C 1.01 -1.56 0.10
H -0.35 0.40 1.44
C 4.31 -0.24 -1.12
O 0.39 -4.15 -4.97
C -2.61 3.16 5.20
H -4.14 0.04 -3.94
H -2.93 3.00 6.23
H 3.95 0.56 -0.48
H -3.09 -1.56 6.30
H -2.58 2.30 -2.02
H -1.09 0.70 6.81
C 1.19 -1.47 -1.45
F -2.08 -3.04 -2.71
H -3.78 0.54 -5.54
C 4.66 -1.49 -0.32
H 2.34 0.04 0.81
N -1.07 -0.12 -3.66
C 5.85 -1.31 0.58
H -2.10 4.13 5.16
C -3.37 0.49 -4.54
C 5.62 -0.34 1.77
F 4.36 -0.48 2.23
H -3.05 -0.94 4.20
F -1.05 -3.47 -0.83
H -1.33 -1.70 6.16
H 5.25 0.12 -1.53
H 1.60 -2.40 0.43
C 1.90 -0.26 -2.15
H -5.26 -0.15 4.13
H 1.10 0.30 -5.75
H -0.26 2.51 -2.65
H 3.76 0.07 -3.16
H -0.66 1.62 -1.18
H -3.94 3.23 -2.56
H 3.38 2.28 -3.27
C 1.38 -0.40 1.02
H 2.12 -1.77 2.56
H 3.57 -1.55 -2.61
H 0.17 3.14 -1.07
H -4.69 0.52 5.66
H 3.82 -1.89 0.23
H 0.44 -1.17 2.79
F 2.10 -1.48 -4.35
H -0.68 2.23 5.17
H -2.41 -1.43 -4.67
*
```

Results
DFT total energy = -88822.9877 eV
Largest force on an atom = 0.0612 hartree/bohr
Kohn-Sham gap = 6.6255 eV
LUMO level = -3.28 eV

***

(4)
C27H47F3N3O6PS | wB97M-V/def2-TZVPD

```
! RIJCOSX wB97M-V def2-TZVPD def2/J DEFGRID3
* xyz 0 1
C -0.11 -3.21 0.17
C -2.49 0.70 3.87
C 2.62 6.02 -4.37
O 3.86 5.86 -4.65
H -0.39 -4.14 5.31
C -1.28 -1.69 -1.98
H -2.18 -3.02 3.12
C 1.32 1.83 -0.67
H 5.35 0.41 1.88
H 1.13 2.24 -1.66
F 0.90 5.12 -2.85
H -3.84 2.23 3.05
H -4.39 -2.54 -3.34
H -0.77 -4.94 3.80
H -2.97 4.38 4.02
H 1.86 2.84 -4.67
H 0.00 -3.42 -0.88
H -0.95 1.88 2.88
C -0.44 -5.71 0.38
H -1.14 3.94 -0.13
C 2.81 1.98 -0.39
H 0.96 3.53 0.55
H -2.26 0.38 4.88
H -2.31 2.53 1.51
H -3.12 -0.06 3.41
H -2.55 -4.87 -0.23
N -1.66 0.07 -0.54
C 1.85 4.46 -6.13
C -0.95 -4.32 0.78
H -0.35 0.50 3.73
C 5.23 0.90 0.92
C -2.55 -2.54 -2.15
H -0.98 2.61 -1.24
H 0.48 -5.91 0.94
C -0.63 -1.24 1.70
C -3.33 -2.36 -3.38
O -2.31 -4.17 0.38
H -2.86 -1.86 -4.21
C 2.25 5.26 -3.06
H 3.15 2.83 -0.98
H -3.11 -2.75 -1.24
C -0.67 -1.83 0.42
C -1.15 -4.24 4.54
H 4.96 1.94 1.08
C -0.94 2.88 -0.19
C 4.22 0.14 0.12
O 1.66 5.67 -5.45
H -2.04 -4.69 4.97
H -0.96 -4.30 1.86
C -1.16 0.84 3.09
H 2.95 2.18 0.67
N -1.17 -1.17 -0.62
H 1.08 0.76 -0.67
F 2.70 5.92 -1.97
S -2.35 3.36 4.61
C -2.05 2.11 0.54
C 0.47 2.57 0.36
H 1.34 4.60 -7.09
H 2.26 7.05 -4.13
O 4.10 -1.04 0.23
H -2.95 2.15 -0.07
C 1.29 -3.23 2.99
H 2.14 -2.77 2.50
H 6.19 0.88 0.40
H 1.11 2.43 -6.20
O 3.50 0.80 -0.81
H 0.90 -3.20 0.56
H 0.72 -5.96 -1.30
O -2.51 -3.54 -3.12
H 1.64 -3.51 3.99
F 2.75 4.01 -2.95
C -1.14 0.07 1.81
H 0.43 2.00 1.28
H -0.42 -2.29 -2.28
C -3.33 1.97 3.97
H 2.91 4.30 -6.35
H -4.12 1.78 4.70
H -0.75 -5.29 -1.64
C 1.23 3.23 -5.47
H -1.41 -0.86 -2.65
H 0.25 3.47 -5.05
H -1.19 -6.41 0.74
C -1.49 -2.87 3.95
P 0.01 -1.96 3.29
H -1.93 -2.28 4.74
N -0.26 -5.94 -1.05
C -1.62 0.67 0.61
H 0.99 -4.14 2.48
*
```

Results
DFT total energy = -73787.6080 eV
Largest force on an atom = 0.0270 hartree/bohr
Kohn-Sham gap = 3.1857 eV
LUMO level = -2.19 eV

***

(5)
C27H47N11O5P | wB97M-V/def2-TZVPD

```
! RIJCOSX wB97M-V def2-TZVPD def2/J DEFGRID3
* xyz 1 1
H 6.20 -2.68 0.28
N -3.61 5.08 5.10
H 7.59 -3.06 1.29
H 3.22 -4.90 -1.21
N 2.99 5.18 -0.93
N 2.45 -6.80 -2.47
H -6.90 -3.24 2.66
H -2.94 3.65 2.08
C 0.68 0.87 -2.44
H -5.84 -2.89 4.02
H -2.10 -5.05 0.36
C -1.93 3.14 2.40
H -2.99 7.48 3.09
H -0.72 -5.91 -0.29
C -0.79 2.43 2.25
O 1.94 1.80 -4.83
H 2.73 5.16 -1.93
O 3.58 0.44 -3.17
H -7.00 1.70 1.82
C -2.05 0.27 -0.10
H -0.83 -1.59 0.22
C 0.93 2.37 -1.91
H 2.03 -4.03 -2.17
C -5.29 -1.92 2.20
H -0.88 -0.45 1.68
C -6.30 -2.46 3.13
C 2.75 -3.93 -1.35
O -2.28 -0.02 -1.52
N 0.47 -3.65 1.63
H 3.68 -0.52 -2.87
H 2.52 -0.94 -5.32
H 3.08 0.93 1.18
C 2.12 -6.45 -5.05
C 5.77 -2.81 2.36
H 1.48 -0.60 0.56
N 5.06 -3.07 3.24
H 2.61 3.79 1.32
H -6.99 -1.68 3.47
N -4.50 -1.49 1.47
H 1.86 -0.66 -1.56
H 1.43 2.46 2.59
C -6.41 2.49 2.30
H -3.26 -1.54 0.52
H -2.49 -0.97 -1.68
C 6.67 -2.48 1.25
H -2.12 1.41 0.07
H 2.07 5.12 -0.42
H 2.18 -3.71 -0.44
C 0.68 0.06 -0.01
H 0.24 -1.03 -1.72
H -1.57 6.44 3.06
H 2.03 2.65 -2.16
H -0.51 2.74 -0.46
N 0.52 2.65 -0.49
H -4.50 1.00 -0.47
C 2.31 -6.65 -3.61
H -3.41 -0.07 1.80
C -3.37 -0.37 0.69
H 0.71 0.75 2.53
H -0.35 0.86 -2.99
H 0.27 3.08 -2.58
H -4.75 -0.57 -0.92
N -4.61 0.03 -0.09
O 4.90 3.72 -1.25
N 4.52 -2.06 -1.86
C 3.74 -2.88 -1.63
H -5.95 2.06 3.19
H -1.78 7.59 4.37
N 0.90 -0.24 -1.47
C -5.41 3.04 1.38
C -2.31 6.89 3.72
H -1.20 -4.37 -0.99
C 3.32 3.11 0.70
H 1.28 -5.78 -5.26
C -0.22 -4.21 0.89
H 3.11 1.20 -0.66
C -0.76 -0.46 0.53
P 1.97 0.60 -3.85
C -3.04 5.87 4.49
C 0.70 1.80 1.99
C 2.71 1.66 0.33
H 1.91 -7.40 -5.56
C -1.10 -4.92 -0.05
H 6.95 -1.42 1.26
H 3.01 -6.02 -5.52
O 1.70 -0.85 -4.75
C 1.06 1.60 0.43
H 4.26 2.92 1.37
N -4.62 3.47 0.65
H -7.12 3.26 2.63
C 3.84 3.98 -0.56
*
```

Results
DFT total energy = -64661.0075 eV
Largest force on an atom = 0.2399 hartree/bohr
Energy above the lowest of the compared OMol25 structures with the same formula, charge and spin = 0.0 kcal/mol
Kohn-Sham gap = 7.4896 eV
LUMO level = -3.06 eV